DFT (ωB97M-V/def2-TZVPD) results for the molecule C5H3NO2 in a non-equilibrium geometry.

Structure (XYZ):
```
11
Properties=species:S:1:pos:R:3:forces:R:3
C -1.499090 0.876732 -0.010682 -2.0288 1.5087 0.2272
N -2.285054 -0.158122 0.034016 0.5202 0.6345 -0.8150
O -1.473263 -1.307550 -0.029306 1.2382 0.7172 0.9278
C -0.184958 -0.814982 0.075139 -0.5364 -1.0773 -0.5803
C 1.069535 -1.272712 0.003220 0.6360 -1.3423 0.2262
O 1.952675 -0.233458 -0.000714 -1.2554 0.0025 -0.1191
C 1.204927 0.891641 -0.005250 0.2176 1.4240 0.3500
C -0.134926 0.583159 0.072228 1.7686 -0.5779 -0.4121
H -1.906507 1.879988 -0.113006 -0.3369 -0.3812 0.2664
H 1.458571 -2.260790 -0.021642 0.3973 -0.3527 -0.0322
H 1.798094 1.816089 -0.004000 -0.6202 -0.5556 -0.0388
```
Forces are in eV/Å.

Summary:
HOMO-LUMO gap ... 9.255 eV
Total charge ... 0
Relative energy (zero: lowest compared OMol25 entry of this formula, charge and spin) ... 200.6 kJ/mol

DFT (ωB97M-V/def2-TZVPD) results for a structure of composition C4H14InN3P.

Structure (XYZ):
```
23
Properties=species:S:1:pos:R:3:forces:R:3
C -0.853199 -1.905478 3.162209 0.0854 -0.0678 -0.1258
C -0.406369 -1.584826 1.752888 -0.0023 -0.0202 -0.0963
N 0.564894 -2.196640 1.194682 -0.1100 -0.0356 -0.1653
C -1.170284 -0.539084 1.012087 0.4100 -0.0853 0.0243
In 0.252445 0.665828 -0.285383 -0.2722 -0.0569 0.5523
C -0.519035 2.667789 -0.875907 0.6720 -0.0982 -0.2701
N 0.583382 3.492461 -1.490411 -0.2829 -0.1391 0.1470
P 0.791092 -0.740401 -2.350217 0.7468 0.4153 -0.0644
N 2.060043 -0.160196 -3.171951 -0.4782 0.1617 0.0942
H -0.351147 -2.796118 3.532678 0.1150 -0.0609 0.1370
H -1.926018 -2.079776 3.188074 -0.1608 0.0599 0.0264
H -0.629240 -1.068581 3.819807 -0.0257 0.1325 0.1147
H 0.937304 -2.922567 1.803403 0.0252 -0.0188 0.0796
H -1.733754 0.085501 1.704232 -0.1238 0.0556 0.0658
H -1.892912 -1.073570 0.392798 -0.0720 0.1011 -0.2259
H 1.747125 0.940409 0.624961 -0.0840 -0.0063 -0.0966
H -0.858779 3.209158 0.005187 -0.1938 0.0278 0.0946
H -1.341003 2.648381 -1.586956 -0.1907 0.0193 -0.0255
H 1.366585 3.449598 -0.847605 0.0920 0.0744 0.0447
H 0.927573 2.978454 -2.293235 0.0447 -0.0221 -0.1381
H 0.975623 -2.098434 -1.966266 -0.2657 -0.1222 -0.0804
H -0.361975 -0.903478 -3.170034 -0.0919 -0.1427 0.0867
H 1.837649 -0.068433 -4.155039 0.1631 -0.1716 -0.1789
```
Forces are in eV/Å.

Summary:
HOMO-LUMO gap ... 6.695 eV
Total charge ... -1

DFT (ωB97M-V/def2-TZVPD) results for a cluster of 2 separate species, C2H4OS in total in a non-equilibrium geometry.

Structure (XYZ):
```
8
Properties=species:S:1:pos:R:3:forces:R:3
C 1.241611 -0.439410 0.825361 0.6838 -0.8222 2.9320
C 0.023205 0.335992 0.549777 1.0117 0.2335 0.3574
O 1.172486 0.936064 0.477685 -1.0260 1.0793 -0.4759
S -2.426975 -0.203388 -1.451779 1.9407 0.1209 1.6019
H 1.664797 -0.657547 1.865162 -1.0558 0.4413 -1.4377
H 1.648806 -1.032437 0.077038 0.5806 -1.0902 -1.3379
H -1.187054 0.075202 -0.376177 -2.0716 -0.2661 -1.3851
H -2.136877 0.985524 -1.967067 -0.0633 0.3035 -0.2548
```
Forces are in eV/Å.

Summary:
HOMO-LUMO gap ... 7.770 eV
Total charge ... 0
Relative energy (zero: lowest compared OMol25 entry of this formula, charge and spin) ... 452.7 kJ/mol

DFT (ωB97M-V/def2-TZVPD) results for the molecule CH2ClNO in a non-equilibrium geometry.

Structure (XYZ):
```
6
Properties=species:S:1:pos:R:3:forces:R:3
Cl 2.918972 -0.381112 -0.080607 -0.1087 -0.0570 -0.2547
N 1.580949 0.549605 0.601711 0.3945 -0.3870 1.2933
C 0.311993 0.149380 0.104538 1.6107 3.0341 -1.3364
O 1.111174 1.520263 -0.269339 -1.9538 -2.4707 0.0401
H 0.246861 -0.494800 -0.761395 0.0826 -0.0121 0.0892
H -0.539801 0.357774 0.728582 -0.0252 -0.1075 0.1686
```
Forces are in eV/Å.

Summary:
HOMO-LUMO gap ... 10.603 eV
Total charge ... 0
Relative energy (zero: lowest compared OMol25 entry of this formula, charge and spin) ... 416.9 kJ/mol

DFT (ωB97M-V/def2-TZVPD) results for a structure of composition C25H20N6O5RbSSe2 in a non-equilibrium geometry.

Structure (XYZ):
```
60
Properties=species:S:1:pos:R:3:forces:R:3
Rb -0.306825 -0.171585 0.474187 -0.2234 -0.0191 1.4999
O 4.007479 -1.912014 -1.079828 0.0528 0.1145 -0.1901
C 3.415736 -0.933629 -0.369065 0.2533 -0.8402 0.8969
O 3.329040 -0.986080 0.833377 -0.0327 0.1002 -0.2736
C 2.892553 0.163788 -1.195756 -0.3990 0.5797 -0.4715
C 2.915594 0.144169 -2.583625 0.1320 -0.3214 0.0999
C 2.357286 1.199086 -3.279383 -0.0939 0.2250 -0.0906
C 1.806826 2.251826 -2.572284 -0.0082 -0.0580 -0.0732
C 1.807370 2.166624 -1.190855 0.1519 -0.1142 0.0971
N 2.323746 1.152792 -0.509029 0.0577 0.1284 -0.1839
C 1.112502 3.191050 -0.346270 -0.5041 -0.0245 -0.0739
O 0.864352 2.762274 0.896506 0.2880 0.1885 0.2584
O 0.725193 4.254452 -0.748149 0.1639 -0.0029 -0.0370
H 4.223137 -2.617371 -0.452644 -0.0253 0.0305 0.0346
H 3.327053 -0.711924 -3.099011 0.0028 0.0292 0.0031
H 2.324940 1.185934 -4.359859 -0.0067 -0.0247 -0.0075
H 1.337091 3.095857 -3.055516 -0.0093 -0.0068 0.0160
H 1.391861 1.948176 1.033865 0.0423 0.1594 -0.0493
N -3.329378 -3.019400 0.401893 -0.0319 0.1163 -0.1544
C -1.950097 -3.014339 0.471614 -0.1207 -0.2425 0.2966
S -1.261620 -3.557256 1.935896 0.1626 0.0087 0.2122
N -1.377754 -2.572084 -0.624274 -0.3508 0.1429 -0.6871
N -0.023434 -2.691777 -0.667920 0.4461 -0.2870 -0.0499
C 0.546405 -2.264466 -1.734666 0.0131 -0.0835 -0.0144
C -0.059996 -1.674413 -2.951167 -0.1552 0.2196 -0.1932
C 0.028215 -2.399402 -4.134387 -0.0161 0.0556 0.0450
C -0.525009 -1.949405 -5.326917 0.0120 -0.0555 -0.1050
C -1.184889 -0.723773 -5.325995 0.0334 -0.0340 0.0060
C -1.258610 0.036985 -4.176651 0.1279 0.1082 0.1290
C -0.673410 -0.372156 -2.941155 -0.0847 -0.2706 -0.3194
O -0.686068 0.385452 -1.906592 0.0302 0.2458 -0.5745
H -3.804419 -3.014921 1.286672 0.0244 -0.0020 0.0152
H -3.723647 -2.474091 -0.350258 0.0194 -0.0108 -0.0058
H 1.624048 -2.432726 -1.761071 -0.0360 -0.0607 0.0381
H 0.525541 -3.365624 -4.110777 -0.0090 0.0052 0.0197
H -0.461988 -2.549326 -6.227095 0.0008 0.0120 0.0207
H -1.646525 -0.359389 -6.238880 0.0068 0.0089 0.0069
H -1.760938 0.999234 -4.183372 -0.0030 -0.0071 0.0164
Se -2.107081 0.562975 4.975488 -0.0938 -0.1262 0.1226
Se -0.969890 2.529535 4.702878 0.0825 0.1059 0.1315
C -1.556284 3.085849 2.957352 -0.0498 -0.1180 -0.1389
C -1.440095 4.442045 2.665203 0.0010 0.0049 -0.0142
C -1.788909 4.867162 1.397700 0.0170 -0.0562 0.0881
C -2.263848 3.933628 0.490033 -0.0364 0.0213 -0.1262
C -2.361855 2.615092 0.891227 -0.0237 -0.0501 0.0240
N -2.008532 2.184295 2.106723 0.0586 0.1046 -0.1071
C -0.705538 -0.732880 4.691379 0.0561 0.0160 -0.1030
C -0.670181 -1.824210 5.547555 -0.0144 0.0642 -0.0423
C 0.273749 -2.809952 5.303624 -0.0028 0.0125 -0.0145
C 1.134831 -2.656963 4.234609 0.0215 -0.0834 0.0267
C 1.015827 -1.524109 3.446615 0.0033 0.0587 0.0572
N 0.119003 -0.565457 3.670250 0.0121 -0.0171 -0.0616
H -1.076049 5.133144 3.414232 0.0052 0.0120 -0.0054
H -1.683527 5.906791 1.117535 0.0015 0.0077 0.0007
H -2.530703 4.213785 -0.519537 0.0087 -0.0131 0.0123
H -2.717118 1.858645 0.198417 -0.0150 0.0048 -0.0059
H -1.361265 -1.893633 6.376011 -0.0101 -0.0038 0.0051
H 0.323826 -3.686443 5.937031 -0.0006 -0.0011 -0.0036
H 1.862203 -3.414156 3.977754 -0.0107 0.0088 0.0099
H 1.660073 -1.395693 2.586362 0.0788 0.0348 -0.0128
```
Forces are in eV/Å.

Summary:
HOMO-LUMO gap ... 5.782 eV
Total charge ... -1
Relative energy (zero: lowest compared OMol25 entry of this formula, charge and spin) ... 32.1 kJ/mol

DFT (ωB97M-V/def2-TZVPD) results for a cluster of 2 separate species, C2H9NOP in total in a non-equilibrium geometry.

Structure (XYZ):
```
14
Properties=species:S:1:pos:R:3:forces:R:3
C 0.029957 0.567311 1.396589 0.2747 0.2900 -1.0437
C 0.501890 0.737288 -0.006009 -0.5303 -0.2233 1.1298
P -0.553110 0.574968 -1.591273 2.6269 2.6221 0.1401
N 0.451412 1.262880 -2.942245 -0.5015 -1.0616 2.8911
H 0.227968 -0.435997 2.005299 0.9499 2.5920 -0.7450
H -0.503213 1.456748 1.966602 -0.3755 -2.4470 -1.6383
H 1.660530 0.958249 -0.153707 -2.2629 -2.0853 -0.1035
H -0.845890 -0.789080 -1.985813 0.3318 1.0145 0.5498
H -1.802447 1.297048 -1.569154 0.6874 -0.6282 -0.0359
H 0.665434 2.238133 -2.591868 -0.0570 -1.2787 -0.6925
H 1.340712 0.684113 -2.876417 -1.1333 1.0761 -0.3667
O -0.076116 -2.613299 2.834947 -0.4196 0.0412 -0.3046
H -0.286305 -3.165460 2.066931 0.1415 0.0517 0.2943
H -0.810819 -2.772903 3.446119 0.2679 0.0364 -0.0749
```
Forces are in eV/Å.

Summary:
HOMO-LUMO gap ... 6.916 eV
Total charge ... +1
Relative energy (zero: lowest compared OMol25 entry of this formula, charge and spin) ... 464.0 kJ/mol

DFT (ωB97M-V/def2-TZVPD) results for a structure of composition C6H16N2O in a non-equilibrium geometry.

Structure (XYZ):
```
25
Properties=species:S:1:pos:R:3:forces:R:3
C -0.185841 0.214627 0.785367 -4.5497 1.7619 0.1787
C -0.261361 -0.276639 -0.574137 5.0669 -2.9311 -1.3122
C -2.042168 0.917268 0.718191 1.8524 -0.1601 1.5146
C 1.452580 -1.222041 -0.788828 -2.3431 0.8085 -0.2028
C -0.299685 0.692126 -1.739085 -0.1785 0.0802 -0.0623
C 2.695674 -0.370347 -0.635992 0.1251 0.2824 0.1897
N -0.196873 -0.697163 1.853367 0.0503 -0.5468 -0.0599
N -2.982184 -0.015042 1.270012 0.1713 -0.0973 -0.0059
O 0.667190 1.249260 1.077716 0.5312 0.7346 -0.2344
H 0.705734 1.867674 0.334932 -0.0475 -0.1190 0.1978
H -0.931638 -1.123702 -0.693241 -0.1813 0.1863 0.1843
H 0.319823 -1.546040 1.662379 -0.0028 0.0208 -0.0595
H 0.144736 -0.288749 2.715957 -0.0428 0.1098 -0.2285
H -2.576712 -0.456494 2.094957 -0.0868 0.0767 -0.2125
H -3.197356 -0.763581 0.619401 0.0189 0.0920 0.0021
H -2.418797 1.344051 -0.210117 0.4014 -0.3844 -0.3293
H -1.897404 1.765365 1.390226 -0.1311 -0.0047 0.2115
H 1.462741 -2.073108 -0.101743 -0.1134 0.1297 0.0107
H 1.374189 -1.631582 -1.800272 -0.0587 0.0625 0.0694
H 0.056509 1.697211 -1.496613 -0.0367 -0.0462 0.0669
H -1.316352 0.798862 -2.122925 0.0346 0.0908 0.0542
H 0.317246 0.344132 -2.571661 -0.0594 -0.0574 0.1496
H 2.640059 0.544892 -1.237885 -0.0287 -0.0778 0.0900
H 3.609702 -0.891654 -0.956643 -0.2837 -0.0641 -0.0305
H 2.860186 -0.079329 0.406638 -0.1079 0.0527 -0.1816
```
Forces are in eV/Å.

Summary:
HOMO-LUMO gap ... 7.934 eV
Total charge ... 0
Relative energy (zero: lowest compared OMol25 entry of this formula, charge and spin) ... 326.2 kJ/mol

DFT (ωB97M-V/def2-TZVPD) results for the molecule C3H3NO2S in a non-equilibrium geometry.

Structure (XYZ):
```
10
Properties=species:S:1:pos:R:3:forces:R:3
O -2.468601 -0.492857 0.023660 -2.8625 -0.6619 0.1399
C -1.318277 -0.271308 -0.045806 1.3834 1.9621 0.2807
C -0.259303 -1.229061 0.148340 1.0548 -2.1551 -2.1585
C 1.115133 -0.630259 -0.001291 0.9909 1.1209 0.2409
O 2.191643 -1.135545 -0.129582 -1.4340 0.5433 0.2181
S 0.815987 1.303692 0.106631 0.9148 -2.2532 -0.3195
N -0.812063 0.995967 -0.321700 -3.3564 4.3526 2.9168
H -0.495300 -2.038095 -0.588997 0.7821 0.5245 0.1727
H -0.378009 -1.775790 1.041385 0.0720 -0.2790 1.5011
H -1.507691 1.794021 0.333338 2.4550 -3.1542 -2.9921
```
Forces are in eV/Å.

Summary:
HOMO-LUMO gap ... 9.113 eV
Total charge ... 0
Relative energy (zero: lowest compared OMol25 entry of this formula, charge and spin) ... 220.3 kJ/mol

DFT (ωB97M-V/def2-TZVPD) results for the ion C4H9N2 with charge +1 in a non-equilibrium geometry.

Structure (XYZ):
```
15
Properties=species:S:1:pos:R:3:forces:R:3
C 3.025057 -0.156741 -0.193890 -0.0859 2.6414 1.7941
C 1.800006 -0.426487 0.059161 -1.2252 -1.0067 1.6603
N 0.632356 -0.656839 0.477570 0.0344 1.8975 -2.8255
C -0.697257 -0.168365 -0.377204 -1.7795 -1.4003 4.3115
C -1.093542 1.200151 0.121725 2.3611 -0.5020 1.1295
N -1.699008 -1.188381 -0.075351 1.7719 2.1001 -1.2162
H 3.416257 0.735615 0.423090 -0.6281 -1.2367 -1.1496
H 3.641912 -0.523845 -0.946736 0.9113 -1.0609 -0.9650
H 0.292096 -1.040832 1.342746 0.7374 -0.7777 0.4085
H -0.483089 -0.105322 -1.374808 1.1228 -0.4679 -2.4879
H -2.022372 1.357556 -0.354679 -1.1233 0.9030 0.0018
H -0.302207 1.889161 -0.166732 -0.3051 0.3350 -0.6664
H -0.999760 1.311151 1.224708 -1.0556 -0.4259 -0.5285
H -2.024783 -1.096907 0.871231 -0.2703 -0.5652 0.1429
H -1.399789 -2.081736 -0.428283 -0.4658 -0.4337 0.3904
```
Forces are in eV/Å.

Summary:
HOMO-LUMO gap ... 9.898 eV
Total charge ... +1
Relative energy (zero: lowest compared OMol25 entry of this formula, charge and spin) ... 299.6 kJ/mol